1.
DFT (ωB97M-V/def2-TZVPD) results for H10O5Tl as an isolated structure.

The value obtained for the HOMO-LUMO gap is 4.58 eV. The value obtained for the energy above the lowest of the compared OMol25 structures with the same formula, charge and spin is 1.306 eV.

ORCA input file:
```
! RIJCOSX wB97M-V def2-TZVPD def2/J DEFGRID3
* xyz 3 1
Tl -0.67 0.54 0.89
O 0.75 -1.74 -0.16
H 1.70 -2.00 -0.25
H 0.31 -2.18 -0.92
O 1.41 0.00 2.58
H 1.58 0.25 3.53
H 2.01 -0.76 2.39
O -2.20 1.61 -1.21
H -3.15 1.89 -1.19
H -1.86 1.87 -2.10
O 1.90 1.33 0.25
H 1.79 1.84 -0.59
H 2.87 1.17 0.32
O -2.04 -1.06 -0.88
H -2.67 -0.81 -1.58
H -1.74 -1.96 -1.09
*
```

2.
DFT (ωB97M-V/def2-TZVPD) results for a 2-piece molecular cluster, C5H11N2O overall.

The value obtained for the HOMO-LUMO gap is 11.12 eV. The value obtained for the energy above the lowest of the compared OMol25 structures with the same formula, charge and spin is 0.231 eV.

ORCA input file:
```
! RIJCOSX wB97M-V def2-TZVPD def2/J DEFGRID3
* xyz 1 1
C 0.03 0.70 -2.95
C 0.24 1.51 -1.68
C -0.08 0.69 -0.51
C 0.76 -0.15 0.19
N 0.09 -0.52 1.34
C -1.09 0.05 1.37
N -1.23 0.76 0.26
H 0.88 0.02 -3.13
H -0.78 -0.03 -2.88
H -0.11 1.24 -3.88
H -0.44 2.37 -1.78
H 1.23 1.96 -1.56
H 1.74 -0.52 -0.03
H 0.45 -1.21 2.01
H -1.88 -0.15 2.07
H -2.01 1.28 -0.07
H 1.42 -2.31 3.73
H 0.26 -3.19 4.05
O 0.51 -2.49 3.43
*
```

3.
DFT (ωB97M-V/def2-TZVPD) results for C10H21AlBeBrCsF2NO6 as an isolated structure.

The value obtained for the HOMO-LUMO gap is 1.52 eV.

ORCA input file:
```
! RIJCOSX wB97M-V def2-TZVPD def2/J DEFGRID3
* xyz 3 1
C 0.01 -2.27 0.93
C 0.64 -0.90 0.67
F 2.04 -0.99 0.61
C 0.10 -0.27 -0.63
C 0.87 -0.76 -1.85
C 0.10 -1.09 -3.18
C 1.41 -1.41 -4.05
C 2.21 -0.06 -3.73
O 2.81 0.66 -4.49
O 1.96 0.08 -2.32
H -0.85 -2.43 0.29
H -0.29 -2.33 1.97
H 0.74 -3.04 0.70
H 0.43 -0.23 1.50
H 0.24 0.82 -0.52
H -0.97 -0.45 -0.69
H 1.23 -1.75 -1.56
H -0.32 -0.20 -3.76
H -0.67 -1.85 -3.18
H 2.00 -2.20 -3.58
H 1.25 -1.65 -5.21
Cs 0.78 1.83 -3.89
C 0.69 3.09 3.38
N -0.64 2.71 2.81
O -0.99 3.27 1.79
O -1.26 1.88 3.41
H 1.14 3.85 2.74
H 0.53 3.48 4.39
H 1.31 2.16 3.41
C -0.30 4.23 7.73
O -0.27 3.11 6.84
H 0.70 4.64 7.80
H -0.98 5.00 7.35
H -0.63 3.91 8.72
H -1.16 2.76 6.79
C -2.82 -3.65 -2.88
O -2.10 -3.39 -1.93
H -2.82 -2.82 -3.92
H -2.60 -4.57 -3.45
H -3.93 -3.67 -2.73
F -2.61 -3.22 -5.25
Be 2.79 1.36 2.64
Br 0.74 -3.01 -6.23
Al -0.49 -0.63 -7.47
*
```

4.
DFT (ωB97M-V/def2-TZVPD) results for a 5-piece molecular cluster, C5H17O4S overall.

The value obtained for the HOMO-LUMO gap is 8.14 eV. The value obtained for the energy above the lowest of the compared OMol25 structures with the same formula, charge and spin is 0.762 eV.

ORCA input file:
```
! RIJCOSX wB97M-V def2-TZVPD def2/J DEFGRID3
* xyz -1 1
C 1.37 2.05 -0.05
O 1.86 3.01 -0.58
C 2.19 1.18 0.89
C 1.64 -0.24 1.00
C 0.41 -0.30 1.91
S -0.45 -1.90 1.90
C -1.22 -1.69 0.26
H 0.40 1.61 -0.34
H -3.15 -3.27 -1.29
H 2.26 1.68 1.86
H 3.20 1.06 0.51
H 1.42 -0.67 0.02
H 2.37 -0.97 1.36
H -0.39 0.41 1.72
H 0.82 -0.12 2.91
H -1.80 -2.57 0.08
H -0.45 -1.47 -0.47
H -1.87 -0.83 0.16
H 1.30 1.35 -2.63
H -2.77 -3.85 -1.56
O 1.23 0.43 -2.32
H -2.41 0.44 -1.64
H -3.97 0.06 -1.48
O -3.34 0.62 -1.03
H -1.25 0.23 -3.05
H 0.22 0.39 -2.20
O -1.33 -0.15 -2.17
*
```

5.
DFT (ωB97M-V/def2-TZVPD) results for C36H32BaN2O2 as an isolated structure.

The value obtained for the HOMO-LUMO gap is 8.13 eV. The value obtained for the energy above the lowest of the compared OMol25 structures with the same formula, charge and spin is 0.000 eV.

ORCA input file:
```
! RIJCOSX wB97M-V def2-TZVPD def2/J DEFGRID3
* xyz 0 1
Ba 0.24 -0.45 0.40
O -1.35 -1.60 -0.99
C -1.87 -1.24 -2.20
C -0.69 -1.14 -3.23
C 0.12 0.14 -3.28
C 0.10 0.83 -4.49
C 0.84 1.99 -4.63
C 1.59 2.41 -3.55
C 1.58 1.68 -2.36
C 2.55 2.16 -1.30
C 2.12 2.41 0.17
O 1.92 1.20 0.79
C 0.84 3.25 0.33
C 0.22 3.94 -0.70
C -0.96 4.65 -0.48
C -1.52 4.69 0.79
C -0.90 4.01 1.83
C 0.27 3.30 1.60
C 3.27 3.19 0.82
C 4.11 2.56 1.73
C 5.17 3.25 2.31
C 5.41 4.58 1.98
C 4.57 5.21 1.07
C 3.52 4.52 0.50
N 0.83 0.57 -2.22
C -2.58 0.12 -2.09
C -2.90 0.89 -3.21
C -3.49 2.14 -3.07
C -3.77 2.64 -1.81
C -3.48 1.88 -0.69
C -2.89 0.63 -0.84
C -2.81 -2.34 -2.72
C -2.40 -3.66 -2.54
C -3.17 -4.72 -3.00
C -4.38 -4.47 -3.65
C -4.80 -3.17 -3.82
C -4.02 -2.11 -3.36
H -1.06 -1.31 -4.25
H -0.04 -1.98 -2.99
H -0.48 0.44 -5.31
H 0.84 2.55 -5.56
H 2.20 3.30 -3.62
H 3.02 3.05 -1.70
H 3.33 1.40 -1.20
H 0.64 3.94 -1.70
H -1.43 5.17 -1.30
H -2.43 5.25 0.96
H -1.32 4.05 2.83
H 0.76 2.77 2.41
H 3.90 1.53 1.99
H 5.81 2.74 3.02
H 6.24 5.11 2.43
H 4.74 6.25 0.81
H 2.86 5.04 -0.20
H -2.68 0.52 -4.20
H -3.73 2.73 -3.95
H -4.22 3.62 -1.70
H -3.70 2.26 0.30
H -2.69 -0.01 0.01
H -1.48 -3.84 -2.01
H -2.84 -5.73 -2.85
H -4.99 -5.30 -4.00
H -5.75 -2.96 -4.30
H -4.39 -1.10 -3.49
C -3.42 -1.80 5.42
C -2.53 -0.57 5.21
C -1.73 -0.67 4.00
N -1.11 -0.77 3.04
H -4.00 -1.69 6.33
H -2.81 -2.70 5.50
H -4.10 -1.93 4.58
H -1.84 -0.43 6.05
H -3.12 0.34 5.13
*
```

6.
DFT (ωB97M-V/def2-TZVPD) results for an isolated molecule of C4H6N2.

The value obtained for the HOMO-LUMO gap is 9.50 eV. The value obtained for the energy above the lowest of the compared OMol25 structures with the same formula, charge and spin is 1.294 eV. Its SMILES is Cn1ccnc1.

ORCA input file:
```
! RIJCOSX wB97M-V def2-TZVPD def2/J DEFGRID3
* xyz 0 1
C 1.36 0.14 0.92
N 0.18 -0.11 0.12
C -0.21 0.63 -0.95
C -1.41 0.12 -1.34
N -1.79 -0.94 -0.54
C -0.79 -1.06 0.30
H 2.24 0.17 0.28
H 1.27 1.09 1.46
H 1.47 -0.67 1.64
H 0.34 1.46 -1.36
H -1.95 1.01 -1.60
H -0.69 -1.80 1.08
*
```

| no. | F_max (eV/A) | HOMO level (eV) |
| --- | --- | --- |
| 1 | 2.91 | -24.588 |
| 2 | 2.02 | -13.806 |
| 3 | 8.32 | -16.155 |
| 4 | 1.50 | -4.996 |
| 5 | 0.44 | -8.071 |
| 6 | 2.44 | -8.691 |